1.
ORCA calculation (wB97M-V/def2-TZVPD) on C4H8N2OS in the gas phase in a non-equilibrium geometry.

## Properties
structure (SMILES) = NC(N)=CC(=S)CO
Kohn-Sham gap = 8.23 eV
ΔE to the lowest compared entry with this formula, charge and spin = 16.7 kcal per mole
2S+1 = 1
E_LUMO = 0.061 eV

Atoms and positions in Å:
N 3.05563 -0.91203 -0.07328
C 1.87042 -0.19224 0.09419
N 1.98454 1.16523 -0.09358
C 0.64857 -0.85504 0.21758
C -0.63000 -0.29245 0.05524
S -0.94715 1.37900 0.02124
C -1.89841 -1.22313 0.06715
O -3.04758 -0.48215 -0.25136
H 3.63707 -0.61600 -0.81376
H 2.96097 -1.91510 -0.06770
H 1.11006 1.63249 0.06391
H 2.81002 1.58740 0.27126
H 0.68822 -1.97026 0.17246
H -1.80790 -2.02720 -0.75443
H -2.00682 -1.62433 1.09171
H -3.08136 0.33102 0.27057

Atomic partial charges in e from the Mulliken method, atoms 1 to 6: number 1, N, carries -0.507; number 2, C, carries 0.755; number 3, N, carries -0.349; number 4, C, carries -0.751; number 5, C, carries 0.457; number 6, S, carries -0.534

=====

2.
ORCA calculation (wB97M-V/def2-TZVPD) on a molecular structure, C4H8N2P in a non-equilibrium geometry.

## Properties
Kohn-Sham gap = 9.88 eV
net charge = +1
ΔE to the lowest compared entry with this formula, charge and spin = 48.3 kcal per mole
2S+1 = 1
E_LUMO = -4.515 eV

Atoms and positions in Å:
C -1.88846 -0.33781 0.18824
C -0.68267 0.18181 -0.21882
C -0.54014 1.45698 -0.99048
C 1.83452 -0.21778 0.06086
N -0.00534 -1.47734 1.05323
N 0.36588 -0.50818 0.17909
P -1.65573 -1.73379 1.20722
H -2.93679 -0.00393 -0.06567
H 0.00119 1.25440 -1.79501
H 0.10942 2.16410 -0.27071
H -1.60245 1.86969 -1.05630
H 1.85372 0.27053 -0.88827
H 2.16535 -1.20726 -0.11220
H 2.05795 0.28644 0.89336
H 0.92356 -1.99787 1.81546

Atomic partial charges in e from the Mulliken method, atoms 1 to 6: number 1, C, carries -0.364; number 2, C, carries 0.701; number 3, C, carries -1.254; number 4, C, carries -0.959; number 5, N, carries -0.437; number 6, N, carries 0.235

=====

The highest Kohn-Sham gap belongs to which entry? C4H8N2P